[1]
Formula: C42H35CrIN7OPS4Se
Source: the Open Molecules 2025 dataset
Level of theory: wB97M-V/def2-TZVPD

Values from the calculation:
net charge: 0
frontier orbital gap (alpha / beta): 4.62 / 6.86 eV
2S+1: 5
⟨S²⟩: 6.13
highest occupied orbital energy (alpha / beta): -6.018 / -7.037 eV

Geometry (Å):
Cr -0.062 -0.123 -0.155
N -2.966 -3.349 0.673
C -2.195 -2.304 0.314
S -0.459 -2.486 -0.044
N -2.929 -1.196 0.177
N -2.234 -0.072 0.051
C -2.652 1.146 0.119
C -1.768 2.355 -0.043
C -2.126 3.242 1.099
C -1.214 3.775 1.987
C 0.135 3.457 1.876
C 0.501 2.589 0.850
N -0.350 2.007 -0.002
H -2.600 -4.268 0.567
H -3.869 -3.168 1.131
H -3.698 1.366 0.347
H -3.120 3.637 1.096
H -1.632 4.315 2.879
H 0.915 3.985 2.442
H 1.584 2.431 0.701
S 2.765 -1.717 -3.766
P 0.893 -1.060 -3.733
S 0.550 0.412 -2.373
C 0.582 -0.125 -5.258
C -0.416 0.861 -5.299
C -0.539 1.651 -6.453
C 0.261 1.395 -7.616
C 1.191 0.353 -7.563
C 1.366 -0.360 -6.354
C -0.268 -2.408 -3.658
C 0.173 -3.706 -3.931
C -0.734 -4.786 -3.876
C -2.056 -4.463 -3.766
C -2.510 -3.163 -3.540
C -1.606 -2.102 -3.511
H -1.152 0.971 -4.476
H -1.235 2.478 -6.565
H 0.204 2.027 -8.480
H 1.841 0.184 -8.426
H 2.085 -1.207 -6.324
H 1.282 -3.911 -4.066
H -0.455 -5.799 -3.978
H -2.750 -5.293 -3.855
H -3.589 -2.928 -3.589
H -1.910 -1.082 -3.242
Se -3.867 2.434 -2.146
N -2.161 2.842 -1.421
C -1.687 3.978 -1.973
C -0.447 4.602 -1.775
C -0.143 5.815 -2.394
C -0.993 6.271 -3.431
C -2.243 5.781 -3.635
C -2.616 4.563 -2.959
N -3.709 3.878 -3.248
H 0.298 4.172 -1.099
H 0.798 6.371 -2.181
H -0.612 6.995 -4.163
H -2.948 6.116 -4.370
O 0.104 -0.132 2.133
S -0.125 -1.222 3.222
C -1.498 -0.635 4.294
C -1.396 0.563 4.941
C -2.376 0.907 5.894
C -3.404 0.029 6.109
C -3.481 -1.203 5.453
C -2.526 -1.555 4.533
C 1.230 -1.003 4.437
C 1.163 -1.676 5.642
C 2.194 -1.534 6.587
C 3.280 -0.717 6.310
C 3.297 -0.059 5.052
C 2.265 -0.164 4.123
H -0.556 1.190 4.686
H -2.347 1.845 6.445
H -4.125 0.258 6.891
H -4.304 -1.896 5.635
H -2.578 -2.540 4.095
H 0.350 -2.332 5.896
H 2.128 -1.991 7.589
H 4.164 -0.509 6.912
H 4.213 0.500 4.764
H 2.346 0.282 3.148
I 3.396 -0.553 0.398
C 4.571 -2.165 1.007
C 5.890 -2.002 1.247
C 6.573 -3.045 1.925
C 5.872 -4.204 2.227
C 4.583 -4.309 1.739
N 3.899 -3.292 1.204
H 6.372 -1.083 0.963
H 7.589 -2.891 2.256
H 6.335 -5.032 2.767
H 3.999 -5.212 1.905


[2]
Formula: C17H18ClNO
Source: the Open Molecules 2025 dataset
Level of theory: wB97M-V/def2-TZVPD

Values from the calculation:
net charge: 0
frontier orbital gap: 6.47 eV
highest occupied orbital energy: -7.328 eV

Geometry (Å):
C 3.455 2.020 1.298
C 2.225 1.132 1.574
C 1.815 -0.066 0.919
C 0.822 -0.723 1.236
C 0.154 -0.370 2.232
C 0.374 0.957 3.029
C 1.513 1.813 2.733
C 1.818 2.712 3.604
H 1.073 2.912 4.405
H 2.776 2.706 3.970
H 1.663 3.681 3.063
H -0.333 1.109 4.000
N -0.987 -1.056 2.594
H -1.797 -0.543 3.440
C -1.944 -1.734 1.728
C -2.954 -0.485 0.984
C -2.877 -0.885 -0.631
O -3.874 -1.445 -1.039
C -1.836 -0.760 -1.290
C -1.429 -1.403 -2.263
C -0.137 -1.350 -2.963
C 0.481 -0.019 -2.611
C 0.083 0.743 -1.691
C -1.039 0.649 -0.964
H -1.266 0.938 -0.123
H 0.753 1.549 -1.600
Cl 2.175 0.155 -3.724
H -0.031 -2.060 -3.736
H -1.962 -2.224 -2.470
H -3.982 -0.635 1.295
H -2.651 0.300 1.171
H -2.534 -2.480 2.244
H -1.434 -2.145 0.973
H 0.717 -1.555 0.682
H 2.649 -0.259 0.193
H 3.826 1.467 0.574
H 4.258 1.832 2.210
H 3.132 3.223 1.059


[3]
Formula: C14H19HgNO6P2
Source: the Open Molecules 2025 dataset
Level of theory: wB97M-V/def2-TZVPD

Values from the calculation:
net charge: -1
frontier orbital gap (alpha / beta): 5.87 / 7.76 eV
2S+1: 2
⟨S²⟩: 0.76
highest occupied orbital energy (alpha / beta): -3.043 / -5.141 eV

Geometry (Å):
Hg 0.951 0.235 -0.099
O 2.747 -0.046 5.984
C 2.164 -0.039 4.753
C 1.949 -1.212 4.039
C 1.398 -1.121 2.774
N 1.059 0.052 2.256
C 1.229 1.180 2.939
C 1.778 1.180 4.208
C 0.802 2.502 2.261
O 0.665 3.473 3.012
O 0.521 2.413 1.032
C 1.193 -2.376 1.898
O 1.138 -3.454 2.501
O 1.055 -2.148 0.664
H 2.963 -0.955 6.213
H 2.206 -2.189 4.430
H 1.903 2.109 4.744
C -0.427 3.160 -2.152
P -1.135 1.606 -1.491
C -2.855 2.142 -1.120
C -1.383 0.651 -3.062
C -1.923 -0.769 -2.820
P -0.973 -1.625 -1.463
C -1.978 -3.159 -1.303
C 0.442 -2.301 -2.420
H -0.237 3.822 -1.306
H -1.092 3.642 -2.873
H 0.532 2.937 -2.622
H -3.302 2.657 -1.973
H -2.809 2.809 -0.258
H -3.453 1.272 -0.850
H -0.395 0.587 -3.528
H -2.033 1.216 -3.739
H -1.876 -1.365 -3.737
H -2.970 -0.735 -2.503
H -2.097 -3.663 -2.265
H -2.960 -2.906 -0.899
H -1.472 -3.816 -0.594
H 0.105 -2.920 -3.255
H 1.032 -2.893 -1.718
H 1.067 -1.484 -2.784
O 3.750 0.922 -1.231
C 2.721 0.610 -1.644


[4]
Formula: C20H45NO19Si2
Source: the Open Molecules 2025 dataset
Level of theory: wB97M-V/def2-TZVPD

Values from the calculation:
net charge: 0
frontier orbital gap: 9.39 eV
highest occupied orbital energy: -8.905 eV

Geometry (Å):
C 3.037 4.868 -1.815
C 2.275 4.591 -2.974
Si 2.327 2.747 -3.534
O 2.402 2.669 -5.258
Si 3.681 3.609 -5.916
N 5.232 3.427 -5.032
H 4.076 4.431 -1.699
H 2.565 5.484 -1.002
H 1.685 5.384 -3.525
H 3.508 2.083 -2.950
H 1.061 2.159 -3.068
H 3.932 3.059 -7.270
H 3.379 5.040 -5.985
H 5.599 2.476 -5.134
H 5.889 4.040 -5.542
C 5.041 -0.986 -2.166
O 4.878 -1.791 -1.001
C 3.747 -1.552 -0.318
O 2.901 -0.744 -0.606
O 3.724 -2.369 0.740
C 2.567 -2.224 1.564
H 5.984 -1.264 -2.635
H 4.233 -1.170 -2.876
H 5.086 0.072 -1.899
H 1.661 -2.458 1.002
H 2.513 -1.217 1.980
H 2.653 -2.933 2.387
C 4.961 8.415 -11.016
O 4.450 7.189 -10.496
C 3.219 7.286 -9.977
O 2.550 8.284 -9.924
O 2.863 6.075 -9.529
C 1.562 6.029 -8.945
H 5.958 8.218 -11.407
H 4.334 8.778 -11.832
H 5.040 9.166 -10.228
H 0.800 6.298 -9.679
H 1.506 6.685 -8.075
H 1.380 5.006 -8.617
C -5.025 0.760 -2.079
O -4.148 1.519 -2.909
C -3.030 0.871 -3.263
O -2.732 -0.250 -2.943
O -2.303 1.689 -4.033
C -1.073 1.125 -4.487
H -5.891 1.382 -1.858
H -5.366 -0.137 -2.598
H -4.535 0.499 -1.139
H -1.257 0.242 -5.101
H -0.430 0.880 -3.642
H -0.569 1.872 -5.099
C -1.960 -5.141 3.271
O -1.591 -4.991 4.642
C -0.390 -4.431 4.831
O 0.362 -4.062 3.968
O -0.174 -4.352 6.150
C 1.082 -3.770 6.503
H -2.946 -5.603 3.243
H -2.019 -4.168 2.780
H -1.256 -5.793 2.752
H 1.147 -2.743 6.140
H 1.906 -4.370 6.113
H 1.147 -3.759 7.591
C -8.048 -7.685 4.478
O -6.782 -7.822 5.120
C -6.231 -6.661 5.498
O -6.707 -5.568 5.339
O -5.057 -6.931 6.082
C -4.353 -5.776 6.538
H -8.396 -8.684 4.218
H -8.775 -7.228 5.152
H -7.954 -7.101 3.561
H -4.933 -5.245 7.294
H -4.112 -5.117 5.703
H -3.421 -6.111 6.991
C -1.734 -2.146 7.063
O -1.783 -0.720 7.087
C -1.536 -0.184 8.288
O -1.290 -0.792 9.297
O -1.612 1.148 8.172
C -1.369 1.855 9.387
H -1.948 -2.470 6.046
H -0.746 -2.499 7.338
H -2.492 -2.568 7.726
H -0.361 1.657 9.753
H -2.112 1.591 10.141
H -1.457 2.919 9.172


[5]
Formula: C8H13ClO7PtS2
Source: the Open Molecules 2025 dataset
Level of theory: wB97M-V/def2-TZVPD

Values from the calculation:
net charge: 0
frontier orbital gap (alpha / beta): 8.18 / 7.33 eV
2S+1: 5
⟨S²⟩: 6.02
highest occupied orbital energy (alpha / beta): -7.804 / -9.276 eV

Geometry (Å):
Pt -0.378 -0.601 -0.092
O -2.043 -1.226 3.712
Cl -1.335 -0.552 2.697
O -0.206 -1.349 2.217
O -0.844 0.730 3.161
O -2.189 -0.310 1.523
C -0.695 3.739 -0.765
C -1.235 2.803 0.268
C -2.294 3.258 1.217
O -0.286 1.987 0.769
C -2.386 1.624 -1.188
O -3.381 2.235 -1.295
O -1.644 0.738 -1.517
H -0.089 4.501 -0.262
H -1.498 4.239 -1.303
H -0.046 3.211 -1.464
H -1.835 3.911 1.970
H -2.747 2.413 1.736
H -3.066 3.817 0.695
H -0.525 1.665 1.668
C 3.752 -2.358 -1.054
C 2.289 -2.041 -0.908
S 1.890 -0.439 -0.558
C 1.335 -3.040 -1.078
C 1.762 -4.441 -1.421
S -0.328 -2.774 -0.942
H 4.355 -1.458 -0.955
H 3.960 -2.809 -2.026
H 4.069 -3.068 -0.287
H 2.356 -4.456 -2.337
H 0.899 -5.088 -1.558
H 2.380 -4.861 -0.623


Q: The lowest net charge belongs to which entry?
A: C14H19HgNO6P2


Q: Look up the net charge of the first one.
A: 0